ORCA calculation (ωB97M-V/def2-TZVPD) on a cluster of 3 separate species, C32H61BIO9 in total.

Output
highest occupied orbital energy = -5.06 eV
frontier orbital gap = 7.461 eV
LUMO = 2.40 eV
charge = -1

Geometry as XYZ:
```
104
C32H61BIO9 ωB97M-V/def2-TZVPD
C 1.54 2.19 4.04
C 1.67 0.69 4.32
C 1.24 -0.16 3.10
C 2.38 -0.44 2.10
B 1.92 -0.84 0.57
C 1.70 0.48 -0.40
C 1.10 1.72 0.26
C 1.05 2.89 -0.72
C 0.52 4.17 -0.12
O 1.42 4.63 0.92
C 2.01 5.81 0.66
C 3.44 5.73 0.26
O 1.43 6.85 0.74
C 0.62 -1.86 0.58
O -0.65 -1.17 0.76
C -1.28 -0.71 -0.33
C -2.26 0.28 -0.11
C -3.01 0.82 -1.15
C -2.81 0.39 -2.46
C -1.84 -0.58 -2.69
C -1.08 -1.13 -1.65
C 3.12 -1.79 -0.12
I 5.13 -1.07 0.24
C 2.85 -2.08 -1.63
C 3.77 -1.49 -2.69
H 0.63 2.39 3.48
H 2.37 2.57 3.45
H 1.47 2.74 4.98
H 0.98 0.46 5.13
H 2.68 0.43 4.61
H 0.40 0.34 2.61
H 0.87 -1.12 3.47
H 2.94 -1.28 2.52
H 3.02 0.44 2.08
H 2.69 0.77 -0.78
H 1.12 0.23 -1.30
H 0.09 1.50 0.60
H 1.74 2.03 1.08
H 2.08 3.07 -1.05
H 0.48 2.62 -1.62
H 0.46 4.95 -0.89
H -0.47 4.03 0.29
H 3.52 5.63 -0.82
H 3.96 4.91 0.74
H 3.93 6.66 0.54
H 0.60 -2.53 -0.28
H 0.73 -2.51 1.44
H -2.45 0.63 0.90
H -3.76 1.56 -0.92
H -3.39 0.80 -3.27
H -1.68 -0.91 -3.71
H -0.35 -1.88 -1.87
H 3.10 -2.76 0.39
H 2.92 -3.17 -1.76
H 1.83 -1.82 -1.88
H 3.89 -0.42 -2.59
H 4.72 -2.00 -2.73
H 3.30 -1.66 -3.66
C 0.41 -2.57 -9.86
O 0.11 -3.45 -8.80
C 0.96 -4.58 -8.74
C 1.30 -4.97 -7.32
O 2.20 -4.11 -6.66
C 1.73 -2.85 -6.20
C 0.80 -2.91 -5.01
O -0.50 -3.33 -5.40
C -1.15 -4.09 -4.40
H 0.11 -3.00 -10.82
H -0.15 -1.65 -9.69
H 1.47 -2.32 -9.89
H 1.89 -4.40 -9.29
H 0.44 -5.43 -9.22
H 1.82 -5.93 -7.37
H 0.39 -5.13 -6.73
H 1.30 -2.26 -7.01
H 2.64 -2.32 -5.87
H 0.72 -1.91 -4.57
H 1.22 -3.59 -4.26
H -0.52 -4.91 -4.04
H -2.05 -4.51 -4.85
H -1.45 -3.46 -3.55
C -3.45 2.74 3.56
O -3.88 1.80 4.53
C -3.12 0.61 4.53
C -2.90 0.08 5.93
O -2.00 0.85 6.71
C -2.43 2.10 7.21
C -3.48 2.04 8.30
O -4.76 1.75 7.77
C -5.58 1.01 8.65
H -3.71 2.42 2.55
H -3.94 3.69 3.77
H -2.37 2.90 3.62
H -2.15 0.76 4.05
H -3.66 -0.15 3.95
H -2.42 -0.89 5.82
H -3.85 -0.07 6.45
H -2.74 2.77 6.40
H -1.53 2.54 7.66
H -3.52 3.02 8.80
H -3.18 1.28 9.03
H -5.05 0.12 9.02
H -6.45 0.68 8.08
H -5.91 1.62 9.50
```